Computed, not measured: a molecular structure, C20H34BF4N3NbO5SSi in a non-equilibrium geometry, with wB97M-V/def2-TZVPD.

```
70
Properties=species:S:1:pos:R:3:forces:R:3:lowdin_charge:R:1
Nb -12.8977 8.4849 8.6865 4.4 0.1 1.1 1.893
N -15.1211 11.2711 6.3061 2.0 -0.7 1.3 0.138
C -14.4448 10.3769 7.0742 -1.4 0.1 0.7 -0.802
S -13.1693 10.8922 8.1179 0.4 -0.6 0.4 0.732
N -14.8922 9.0951 7.1116 0.0 0.3 -0.3 -0.005
N -14.7818 8.4993 8.3725 -1.7 -0.8 -0.2 -0.312
C -15.7010 7.6253 8.8079 0.0 -0.1 1.1 0.057
C -15.6845 7.1461 10.1604 1.0 0.7 0.0 -0.105
C -16.8237 6.5757 10.7988 0.5 -0.1 -0.7 -0.033
C -16.7944 6.0533 12.0440 0.4 -0.4 0.8 -0.052
C -15.6397 6.2668 12.8451 -0.4 0.0 -1.1 0.004
C -14.5737 7.0074 12.3563 0.3 -0.4 0.4 0.032
C -14.5215 7.3847 11.0033 -1.3 0.5 0.4 -0.266
O -13.4702 8.0596 10.5853 -0.2 -0.1 -2.0 -0.196
H -14.9346 12.2790 6.4323 -0.2 -1.1 -0.7 0.136
H -15.7829 10.8490 5.6928 -0.7 0.4 -0.5 0.112
H -16.4381 7.2587 8.0832 -0.1 0.6 0.3 0.161
H -17.7684 6.6335 10.3383 -0.9 -0.3 -1.1 0.112
H -17.6520 5.4598 12.3979 0.5 0.7 0.0 0.131
H -15.6571 5.8278 13.8221 0.3 0.2 0.5 0.118
H -13.7269 7.2706 13.0021 -0.3 -0.2 -0.4 0.143
C -9.1124 3.8080 6.5239 0.2 0.3 0.1 -0.019
C -10.2976 4.0631 7.4419 0.6 -2.2 -0.3 -0.625
C -9.8076 4.4501 8.8289 -0.9 0.5 -0.5 -0.012
C -11.1680 2.7594 7.5470 -1.0 2.0 -0.5 -0.011
O -11.1138 5.0838 6.8859 -0.9 0.2 0.2 -0.076
Si -11.0728 6.5965 6.3676 2.3 -0.6 -0.6 0.131
O -12.1667 7.4857 7.2855 -1.3 1.6 2.1 -0.363
O -9.5138 7.0968 6.5941 -2.3 -1.1 -0.3 -0.098
C -8.6023 8.0805 6.0992 -0.6 -0.3 0.5 -0.638
C -8.9549 8.4178 4.6436 0.8 1.1 0.5 -0.010
C -8.7935 9.2425 7.0333 -0.2 1.1 0.4 -0.031
C -7.2346 7.4721 6.3246 0.4 -0.8 0.3 -0.021
O -11.6286 6.7630 4.8659 1.9 0.4 1.8 -0.090
C -12.6574 6.3058 4.0479 0.2 -0.1 -0.8 -0.687
C -12.2064 6.7232 2.6861 0.0 1.8 0.1 -0.020
C -13.8559 7.0988 4.3747 -2.6 -0.8 1.0 -0.043
C -12.8564 4.7969 4.2219 0.0 0.5 -1.0 0.005
H -8.5308 2.9302 6.8060 -0.4 -0.3 -0.1 0.096
H -8.3895 4.6037 6.6566 0.0 0.5 -0.3 0.065
H -9.4543 3.7739 5.4906 0.2 -0.2 -0.1 0.093
H -9.2920 3.6190 9.3478 -0.4 0.5 -0.2 0.112
H -10.7574 4.7697 9.2970 0.8 -0.2 0.6 0.083
H -9.1565 5.3242 8.6934 0.0 -0.2 0.4 0.086
H -10.5512 1.9208 7.7737 0.3 -0.6 0.6 0.073
H -11.7364 2.5108 6.6388 0.5 0.3 -0.1 0.082
H -11.9649 2.9968 8.2684 0.4 -0.6 0.3 0.085
H -9.8777 8.9757 4.6698 -0.4 0.3 -0.1 0.072
H -9.1497 7.5672 4.0084 0.4 -0.4 -0.1 0.082
H -8.1880 9.1032 4.2132 -0.4 -0.7 0.2 0.109
H -9.7610 9.7426 6.9403 -0.3 -0.2 -0.4 0.075
H -8.0857 9.9959 6.7323 0.5 0.5 0.3 0.090
H -8.7208 9.0044 8.1129 0.5 -0.2 -0.7 0.096
H -7.1365 6.5645 5.6928 0.1 0.5 0.3 0.095
H -7.1326 7.1533 7.4013 -0.1 0.4 -1.1 0.111
H -6.4326 8.1812 6.0876 -0.2 -0.2 0.0 0.093
H -11.8691 7.7902 2.7654 -0.4 -0.8 -0.1 0.111
H -13.0132 6.6979 1.9891 -0.5 -0.3 -0.7 0.088
H -11.3581 6.1974 2.3698 1.1 -1.1 -0.7 0.076
H -13.8750 8.1390 4.0299 0.0 -0.4 -0.3 0.098
H -13.9578 7.1362 5.4572 0.0 0.1 0.2 0.047
H -14.7360 6.4636 4.0736 0.4 1.2 -0.2 0.117
H -11.8820 4.3630 4.3548 0.4 -0.4 0.0 0.076
H -13.3012 4.3553 3.3064 0.0 0.2 0.7 0.110
H -13.4284 4.6075 5.1163 -0.4 -0.3 0.2 0.085
F -10.7834 8.0448 11.9737 -0.5 -0.1 -1.5 0.165
B -10.5641 7.9322 10.6093 2.2 0.4 1.4 -1.092
F -9.1956 7.8006 10.3677 -1.6 0.2 -0.4 0.155
F -11.3417 6.9613 9.9336 -0.3 0.3 -0.5 0.070
F -11.0663 9.2203 9.8910 -1.1 -0.7 -0.5 -0.091
```
Positions in Å, forces in eV/Å.

LUMO level: -5.87 eV
ΔE to the lowest compared entry with this formula, charge and spin: 0.669 eV
charge: +1
strongest force on any atom: 4.49 eV/Å
gap between HOMO and LUMO: 6.591 eV

=====

Computed, not measured: a molecular structure, C20H34Br8F9FeO6 in a non-equilibrium geometry, with wB97M-V/def2-TZVPD.

```
78
Properties=species:S:1:pos:R:3:forces:R:3:lowdin_spin:R:1
Fe 25.7282 4.9519 3.4252 0.8 -1.2 0.8 3.745
C 24.3811 4.6834 5.7648 2.6 0.5 -0.1 0.013
O 25.5688 3.9410 5.4234 0.0 -0.9 0.0 0.029
O 24.2686 5.4785 4.6927 -0.9 0.3 -0.9 0.072
C 23.1811 3.7892 6.0771 -0.1 1.4 -0.7 0.002
F 22.9405 2.9417 5.0813 -0.1 -0.5 0.4 0.001
F 23.2756 3.1706 7.2541 0.1 -0.5 -0.1 0.000
F 22.1107 4.6132 6.1760 -0.2 -0.3 0.0 0.001
C 26.1749 3.1193 6.3963 0.8 -1.1 1.1 0.004
C 27.4464 2.4504 5.9223 -0.2 -0.1 -0.8 0.000
H 27.9205 1.8848 6.7262 -0.2 0.2 0.2 0.000
H 27.2217 1.7250 5.1416 0.2 0.2 -0.2 0.000
H 28.1689 3.1742 5.5446 0.0 0.0 -0.1 0.000
H 25.4976 2.3137 6.6963 -0.2 0.2 0.0 0.001
H 26.4804 3.6672 7.3014 -0.6 0.5 -0.1 0.000
H 24.7000 5.2255 6.6746 -0.7 0.1 0.2 0.001
C 28.3365 5.2223 3.0958 0.0 -1.9 2.0 0.013
O 27.3616 6.1464 3.6248 0.5 1.9 0.0 0.041
O 27.6084 4.1345 2.8541 -1.7 0.7 -1.0 0.062
C 29.1834 5.8151 1.9673 -0.4 -0.2 -0.2 0.002
F 28.3885 6.4681 1.0930 0.2 0.0 -0.2 0.001
F 30.1008 6.6998 2.4212 -0.2 0.3 0.2 0.000
F 29.8690 4.8743 1.3453 -0.2 -0.1 -0.2 0.001
C 27.7554 7.4499 4.0703 -0.2 0.2 0.2 0.008
C 26.6718 8.0092 4.9736 -0.6 -0.7 -0.9 0.001
H 25.7514 8.1236 4.3896 0.2 0.5 -0.1 0.000
H 26.3209 7.2726 5.6989 0.6 0.2 0.5 0.000
H 27.0157 8.9575 5.3766 -0.3 0.0 0.3 0.000
H 27.8921 8.0869 3.1939 0.1 0.1 0.0 0.000
H 28.7030 7.4016 4.6108 0.0 -0.3 -0.1 0.001
H 28.9982 4.9559 3.9427 0.6 0.7 -0.2 0.001
C 28.3066 -0.0411 2.2297 -0.8 1.2 -1.9 0.000
O 26.9872 0.5664 2.6515 0.1 -0.8 1.3 0.000
O 28.8742 0.8241 1.4816 1.0 0.0 0.0 0.000
C 29.1716 -0.3918 3.4697 -0.2 0.4 -0.5 0.000
F 29.1361 0.6176 4.3640 0.2 -0.2 0.4 0.000
F 28.8344 -1.5359 4.1397 0.0 0.0 0.2 0.000
F 30.4555 -0.5558 3.1153 0.0 -0.2 0.2 0.000
C 26.1731 -0.3250 3.3736 -0.5 1.0 -0.1 0.000
C 24.8661 0.3791 3.7501 -0.5 0.0 -0.5 0.000
H 24.3910 -0.0924 4.6152 -0.1 -0.2 -0.1 0.000
H 24.9122 1.4489 3.9762 0.7 -0.1 0.1 0.000
H 24.2021 0.3303 2.8821 -0.2 -0.1 0.2 0.000
H 26.6200 -0.6815 4.3049 0.3 -0.2 -0.1 0.000
H 25.9200 -1.1605 2.7064 0.1 -0.4 0.4 0.000
H 27.9893 -0.9543 1.6652 0.0 -0.6 0.6 0.000
Br 21.8091 0.0605 7.6614 -0.1 0.1 0.1 0.000
C 20.4671 1.4030 7.1991 -0.2 0.0 0.0 0.000
C 19.0856 0.7933 7.3636 1.1 -0.7 0.0 0.000
Br 17.7064 2.1182 7.0860 0.1 -0.2 0.1 0.000
H 20.7337 1.6892 6.1882 -0.3 0.2 0.0 0.000
H 20.5508 2.2349 7.8923 0.4 0.0 -0.1 0.000
H 19.0807 0.3671 8.3651 -0.6 0.3 0.1 0.000
H 18.9539 -0.0447 6.6840 -0.3 0.2 -0.2 0.000
Br 26.8539 -1.3621 7.5010 -0.1 0.0 -0.1 0.000
C 28.6010 -1.7780 8.2600 -0.1 0.7 0.0 0.000
C 29.6792 -1.1356 7.4269 -0.3 0.1 -1.0 0.000
Br 31.3951 -1.8256 8.0035 0.1 0.2 0.1 0.000
H 28.7004 -2.8546 8.3191 0.0 0.0 0.0 0.000
H 28.5598 -1.3084 9.2377 0.2 -0.3 0.2 0.000
H 29.6678 -0.0470 7.4348 0.2 0.0 0.6 0.000
H 29.5868 -1.3428 6.3623 0.0 -0.5 0.1 0.000
Br 23.6426 8.2123 7.5603 -0.3 0.0 -0.1 0.000
C 21.9953 7.7461 6.6047 -0.1 -0.5 -0.2 0.000
C 21.0832 7.0028 7.5504 0.3 -0.2 0.2 0.000
Br 19.5019 6.3331 6.6217 0.0 0.3 0.1 0.000
H 22.2915 7.0774 5.7998 0.2 0.1 -0.1 0.000
H 21.5458 8.6455 6.1978 0.1 0.1 0.1 0.000
H 20.7832 7.5998 8.4060 -0.2 0.1 -0.1 0.000
H 21.5881 6.1098 7.9018 0.0 0.0 0.1 0.000
Br 29.0940 5.0805 8.2808 0.0 -0.2 0.2 0.000
C 28.0873 4.5078 9.8386 -1.3 0.8 0.2 0.000
C 26.9628 5.5189 10.0934 0.4 0.1 -0.5 0.000
Br 26.2514 5.2434 11.8820 0.0 0.1 -0.1 0.000
H 28.6964 4.5173 10.7345 0.4 -0.4 -0.3 0.000
H 27.5879 3.5682 9.6248 0.6 -0.4 0.1 0.000
H 26.1363 5.4113 9.3967 0.0 -0.1 0.0 0.000
H 27.3582 6.5262 9.9927 -0.2 0.1 0.4 0.000
```
Positions in Å, forces in eV/Å.

LUMO level (alpha / beta): 1.71 / 1.50 eV
ΔE to the lowest compared entry with this formula, charge and spin: 0.000 eV
<S²>: 6.0080
spin multiplicity: 5
charge: -1
strongest force on any atom: 2.73 eV/Å
gap between HOMO and LUMO (alpha / beta): 5.317 / 5.112 eV

=====

Among the records above, which one has the highest charge?
C20H34BF4N3NbO5SSi